(1)
Density functional theory data (ωB97M-V/def2-TZVPD) for a molecular structure, C28H64F12N6O16S4 at a distorted geometry.

```
! wB97M-V def2-TZVPD RIJCOSX def2/J DEFGRID3
* xyz 2 1
C 4.82 5.85 -1.07
O 4.07 5.48 0.00
C 4.39 6.00 1.27
C 3.54 5.16 2.30
N 2.09 4.97 1.85
H 1.74 5.83 1.45
H 2.16 4.42 1.01
C 1.09 4.35 2.90
C 1.24 2.89 3.27
O 2.52 2.72 3.92
C 2.72 1.32 4.20
H 5.86 5.57 -0.96
H 4.78 6.94 -1.08
H 4.54 5.35 -2.00
H 4.02 7.03 1.25
H 5.40 6.14 1.65
H 3.69 5.62 3.28
H 3.93 4.15 2.41
H 0.08 4.49 2.52
H 1.13 5.07 3.72
H 1.23 2.27 2.37
H 0.50 2.54 3.99
H 3.59 1.31 4.85
H 3.02 0.82 3.28
H 1.94 0.76 4.71
C 3.91 -5.18 -0.86
O 3.44 -3.88 -0.63
C 4.29 -2.96 0.01
C 3.79 -1.57 -0.32
N 2.28 -1.39 -0.01
H 1.89 -0.65 -0.58
H 1.77 -2.17 -0.39
C 1.83 -1.30 1.41
C 1.43 -2.62 2.03
O 0.79 -3.39 1.00
C -0.12 -4.31 1.56
H 3.07 -5.80 -1.17
H 4.24 -5.65 0.07
H 4.72 -5.13 -1.59
H 5.20 -2.92 -0.58
H 4.42 -3.08 1.09
H 3.76 -1.34 -1.38
H 4.35 -0.74 0.11
H 0.95 -0.67 1.28
H 2.58 -0.66 1.88
H 0.98 -2.57 3.02
H 2.36 -3.18 2.08
H -0.97 -3.79 1.99
H 0.33 -4.83 2.41
H -0.62 -4.99 0.88
C -2.00 5.24 -2.07
O -1.92 5.08 -3.51
C -0.66 5.56 -4.05
C -0.69 5.20 -5.55
N -1.15 3.76 -5.86
H -0.89 3.21 -5.05
H -2.16 3.72 -5.93
C -0.65 3.20 -7.20
C -0.36 1.71 -7.18
O 0.65 1.42 -6.19
C 0.81 0.02 -6.01
H -1.02 5.20 -1.61
H -2.72 4.61 -1.56
H -2.29 6.28 -1.91
H 0.21 5.12 -3.57
H -0.55 6.63 -3.91
H 0.33 5.29 -5.92
H -1.35 5.86 -6.12
H 0.29 3.71 -7.39
H -1.36 3.61 -7.91
H -0.06 1.41 -8.18
H -1.22 1.06 -6.98
H 1.75 0.01 -5.47
H 0.88 -0.51 -6.96
H 0.02 -0.34 -5.35
C -1.72 -9.12 1.78
O -2.38 -7.90 1.56
C -3.68 -8.05 1.15
C -4.21 -6.66 0.75
N -4.03 -5.70 1.95
H -4.42 -6.08 2.80
H -3.03 -5.69 2.08
C -4.59 -4.27 1.80
C -3.81 -3.40 0.77
O -3.04 -4.10 -0.21
C -2.39 -3.29 -1.13
H -1.67 -9.80 0.94
H -2.25 -9.73 2.50
H -0.69 -8.86 2.02
H -4.30 -8.55 1.90
H -3.67 -8.59 0.20
H -5.25 -6.74 0.46
H -3.60 -6.28 -0.07
H -4.49 -3.72 2.74
H -5.64 -4.35 1.54
H -3.10 -2.78 1.32
H -4.56 -2.75 0.33
H -1.66 -2.67 -0.60
H -3.08 -2.53 -1.48
H -1.96 -3.79 -1.99
C -1.00 -0.61 5.48
F -1.15 -0.95 6.77
F -1.14 0.73 5.25
F 0.21 -0.98 5.07
S -2.33 -1.53 4.29
O -1.64 -1.59 2.97
O -2.61 -2.83 4.96
N -3.77 -0.57 4.52
S -3.82 0.40 3.29
O -2.55 1.10 3.11
O -4.28 -0.29 2.07
C -5.23 1.64 3.71
F -5.63 2.30 2.66
F -6.32 0.99 4.19
F -4.78 2.49 4.59
C 2.50 2.61 -2.90
F 2.93 1.40 -3.39
F 3.50 3.46 -2.93
F 1.44 3.11 -3.54
S 2.14 2.20 -1.01
O 3.42 1.87 -0.37
O 1.43 3.36 -0.43
N 1.08 0.76 -1.04
S -0.37 1.15 -1.45
O -0.58 2.45 -2.05
O -1.02 0.08 -2.20
C -1.30 1.10 0.30
F -1.74 -0.16 0.59
F -0.55 1.45 1.26
F -2.29 1.93 0.17
*
```

Computed properties:
HOMO level, Eh: -0.44804
DFT total energy, eV: -147701.5417

=====

(2)
Density functional theory data (ωB97M-V/def2-TZVPD) for a molecular structure, C28H64LiN2O24P at a distorted geometry.

```
! wB97M-V def2-TZVPD RIJCOSX def2/J DEFGRID3
* xyz 0 1
C 2.32 -1.65 -6.21
N 2.38 -1.22 -4.73
C 3.44 -1.94 -3.92
C 2.80 0.25 -4.80
C 1.20 -1.32 -3.93
C -0.19 -0.88 -4.59
O -0.64 0.26 -3.90
H 3.37 -1.61 -6.45
H 1.97 -0.99 -6.98
H 1.95 -2.71 -6.04
H 3.29 -2.98 -3.84
H 3.69 -1.46 -3.03
H 4.32 -1.85 -4.70
H 2.37 0.83 -5.45
H 3.84 0.19 -5.23
H 2.79 0.90 -3.88
H 1.26 -0.81 -2.90
H 1.13 -2.54 -3.63
H -0.83 -1.61 -4.51
H -0.09 -0.80 -5.63
H -0.51 0.21 -3.01
C 1.15 3.52 -3.70
N 1.12 3.84 -2.22
C 2.29 3.08 -1.65
C 1.36 5.30 -2.19
C -0.31 3.50 -1.65
C -0.36 3.81 -0.29
O -1.75 3.30 0.20
H 0.70 2.67 -4.01
H 2.00 3.36 -4.14
H 0.85 4.25 -4.22
H 2.30 2.03 -1.97
H 2.23 2.73 -0.68
H 3.19 3.25 -2.11
H 2.23 5.86 -2.47
H 1.37 5.74 -1.35
H 0.63 5.92 -2.77
H -0.36 2.31 -1.78
H -1.13 3.82 -2.22
H -0.42 4.85 -0.07
H 0.33 3.40 0.31
H -1.48 2.26 0.32
Li -1.84 -0.25 1.63
P 0.06 -0.04 -0.04
O -0.45 -1.18 0.56
O -0.96 0.91 0.67
O -0.34 0.07 -1.49
O 1.35 0.29 0.38
C -6.27 0.33 2.53
O -6.03 0.85 1.26
C -4.85 0.41 0.58
O -3.97 -0.20 1.27
O -4.78 0.57 -0.75
C -3.58 0.29 -1.39
H -6.31 -0.71 2.71
H -7.33 0.45 2.68
H -5.54 0.86 3.19
H -2.72 0.98 -1.05
H -3.66 0.30 -2.46
H -3.38 -0.81 -1.13
C -5.95 -4.48 -3.91
O -5.11 -3.96 -2.82
C -3.77 -3.87 -3.10
O -3.32 -3.90 -4.20
O -3.12 -3.71 -1.89
C -1.89 -3.10 -1.86
H -5.87 -4.04 -5.03
H -6.95 -4.28 -3.51
H -5.71 -5.64 -3.69
H -1.05 -3.78 -1.86
H -1.82 -2.47 -0.80
H -1.97 -2.47 -2.67
C -3.42 -1.27 5.75
O -2.42 -0.33 5.93
C -1.83 0.24 4.78
O -2.13 -0.07 3.69
O -0.86 1.08 5.08
C -0.14 1.70 3.95
H -4.17 -1.01 5.22
H -3.93 -1.35 6.82
H -3.25 -2.32 5.45
H 0.24 2.62 4.40
H -0.96 2.25 3.28
H 0.40 1.01 3.44
C 1.85 -1.63 3.26
O 2.93 -2.13 4.06
C 4.16 -1.91 3.71
O 4.50 -1.57 2.65
O 5.06 -2.26 4.63
C 6.46 -2.19 4.46
H 1.09 -2.40 2.84
H 2.21 -0.92 2.42
H 1.10 -1.14 3.82
H 6.87 -2.63 5.35
H 6.74 -1.03 4.61
H 6.98 -2.60 3.83
C 4.60 7.04 -0.50
O 4.50 5.74 0.00
C 3.58 5.43 0.89
O 2.74 6.20 1.36
O 3.70 4.20 1.44
C 2.53 3.62 2.08
H 3.76 7.70 -0.16
H 4.49 6.95 -1.50
H 5.42 7.71 -0.16
H 2.33 2.72 1.65
H 1.71 4.18 2.17
H 2.94 3.26 3.03
C -1.43 -3.55 2.17
O -0.91 -4.64 2.79
C -1.50 -5.01 3.97
O -2.57 -4.57 4.35
O -0.85 -5.88 4.80
C -1.47 -6.41 6.01
H -2.46 -3.78 1.87
H -0.85 -3.15 1.26
H -1.52 -2.64 2.80
H -1.47 -5.55 6.59
H -0.88 -7.25 6.28
H -2.50 -6.92 5.61
*
```

Computed properties:
ΔE to the lowest compared entry with this formula, charge and spin, kcal per mole: 82.69
HOMO level, Eh: -0.22208
DFT total energy, eV: -91672.7841

=====

(3)
Density functional theory data (ωB97M-V/def2-TZVPD) for a molecular structure, C28H66BFN2O6PSi2 at a distorted geometry.

```
! wB97M-V def2-TZVPD RIJCOSX def2/J DEFGRID3
* xyz 1 1
C -3.37 1.45 7.47
C -4.51 1.73 6.48
C -4.94 0.50 5.67
C -4.13 0.29 4.39
C -3.71 -1.16 4.12
C -3.72 -1.54 2.63
C -2.54 -2.45 2.20
C -2.93 -3.73 1.42
C -2.42 -3.67 -0.03
C -2.03 -5.04 -0.65
C -0.52 -5.13 -0.90
C -0.04 -4.09 -1.91
C 1.47 -3.80 -1.83
C 1.82 -2.35 -2.19
Si 1.39 -1.06 -0.86
O 2.60 0.09 -0.90
Si 2.34 1.52 -0.05
C 4.02 2.07 0.58
C 4.56 3.44 0.09
C 4.65 4.47 1.22
C 1.19 1.29 1.41
C 1.15 2.51 2.37
C 1.12 2.06 3.84
C -0.26 1.73 4.32
O -0.65 0.60 4.53
O -1.07 2.82 4.49
C 1.51 2.77 -1.22
C 1.24 4.13 -0.59
F 2.27 2.96 -2.43
P 1.23 -2.05 1.17
N 2.60 -1.96 1.99
B -0.44 -0.36 -1.32
O -0.65 0.25 -2.55
O -1.49 -0.50 -0.48
C -2.81 -0.26 -1.00
H -3.18 0.39 7.57
H -2.44 1.93 7.18
H -3.62 1.84 8.46
H -4.26 2.54 5.80
H -5.38 2.07 7.05
H -4.93 -0.39 6.30
H -5.99 0.66 5.39
H -4.69 0.66 3.53
H -3.24 0.93 4.44
H -2.74 -1.36 4.58
H -4.43 -1.80 4.63
H -4.67 -2.00 2.36
H -3.66 -0.61 2.06
H -2.00 -2.73 3.10
H -1.90 -1.83 1.57
H -4.01 -3.83 1.39
H -2.47 -4.59 1.91
H -1.53 -3.04 -0.02
H -3.14 -3.18 -0.69
H -2.58 -5.23 -1.58
H -2.33 -5.82 0.04
H -0.31 -6.13 -1.29
H -0.02 -5.03 0.06
H -0.24 -4.51 -2.90
H -0.62 -3.17 -1.87
H 1.95 -4.43 -2.58
H 1.90 -4.12 -0.88
H 1.29 -2.10 -3.12
H 2.88 -2.27 -2.42
H 4.74 1.30 0.27
H 4.03 2.04 1.67
H 5.58 3.29 -0.24
H 4.02 3.83 -0.77
H 5.31 5.28 0.92
H 5.12 4.00 2.08
H 3.68 4.89 1.51
H 1.62 0.47 1.99
H 0.16 1.06 1.13
H 2.03 3.14 2.25
H 0.28 3.13 2.16
H 1.48 2.90 4.44
H 1.80 1.23 4.04
H -1.57 2.71 5.30
H 0.54 2.41 -1.57
H 1.99 4.43 0.13
H 0.31 4.04 -0.04
H 1.07 4.88 -1.36
H 0.21 -1.37 1.86
H 0.76 -3.36 1.02
H 3.32 -1.52 1.44
H 0.14 0.13 -3.08
H -3.00 -0.86 -1.88
H -2.96 0.79 -1.21
H -3.53 -0.55 -0.24
C 3.53 0.77 -7.44
C 2.79 0.77 -6.11
C 1.61 -0.20 -6.04
O 0.52 0.26 -6.80
C 0.44 -0.21 -8.15
N 2.20 2.14 -5.89
H 2.95 1.23 -8.24
H 4.47 1.31 -7.35
H 3.77 -0.25 -7.73
H 3.48 0.59 -5.29
H 1.27 -0.24 -5.00
H 1.91 -1.21 -6.32
H 0.92 -1.19 -8.26
H 0.89 0.50 -8.84
H -0.62 -0.31 -8.39
H 2.86 2.89 -6.11
H 1.88 2.27 -4.93
H 1.38 2.23 -6.50
*
```

Computed properties:
HOMO level, Eh: -0.37181
DFT total energy, eV: -73807.5163

=====

(4)
Density functional theory data (ωB97M-V/def2-TZVPD) for 9 unconnected molecules or ions with the total composition C28H67Br3ClN6O21P2 at a distorted geometry.

```
! wB97M-V def2-TZVPD RIJCOSX def2/J DEFGRID3
* xyz 0 2
Cl -3.63 -9.52 -7.17
O -2.92 -9.48 -5.97
O -5.05 -9.70 -6.97
O -3.32 -8.34 -7.80
O -3.07 -10.68 -7.77
C -6.87 -10.57 -3.97
Br -6.78 -12.30 -3.07
Br -7.49 -9.13 -2.70
Br -8.03 -10.67 -5.67
H -5.84 -10.30 -4.19
O -7.61 -3.46 -9.31
P -7.46 -4.75 -10.01
N -8.12 -4.83 -11.59
C -9.26 -3.94 -11.89
C -7.65 -5.74 -12.63
N -8.13 -6.17 -9.23
C -8.09 -7.50 -9.79
C -8.32 -6.13 -7.70
N -5.81 -5.15 -10.13
C -4.94 -4.64 -11.19
C -5.10 -5.42 -8.86
H -10.03 -4.03 -11.12
H -9.75 -4.13 -12.84
H -8.88 -2.92 -11.93
H -6.69 -6.18 -12.35
H -7.56 -5.18 -13.56
H -8.41 -6.49 -12.82
H -8.62 -8.16 -9.11
H -8.53 -7.55 -10.79
H -7.04 -7.81 -9.71
H -9.28 -6.51 -7.35
H -7.68 -6.83 -7.16
H -8.16 -5.13 -7.30
H -4.50 -3.67 -10.97
H -4.21 -5.35 -11.58
H -5.58 -4.43 -12.05
H -4.77 -4.48 -8.41
H -4.13 -5.89 -8.95
H -5.74 -6.02 -8.20
O 1.02 -9.36 -5.37
P 1.30 -7.94 -4.96
N -0.06 -6.87 -5.34
C -0.30 -6.55 -6.69
C -1.26 -6.96 -4.53
N 2.69 -7.31 -5.79
C 2.96 -5.85 -5.86
C 3.82 -8.18 -6.14
N 1.56 -7.65 -3.35
C 1.71 -6.32 -2.79
C 1.66 -8.74 -2.40
H 0.63 -6.34 -7.21
H -0.95 -5.68 -6.81
H -0.69 -7.41 -7.23
H -1.09 -6.49 -3.57
H -1.52 -7.97 -4.22
H -2.06 -6.41 -5.03
H 3.73 -5.73 -5.10
H 3.26 -5.48 -6.84
H 2.11 -5.21 -5.66
H 4.63 -7.78 -6.76
H 4.37 -8.44 -5.24
H 3.49 -9.14 -6.55
H 2.18 -5.69 -3.54
H 0.73 -6.02 -2.39
H 2.29 -6.36 -1.87
H 1.54 -9.71 -2.87
H 0.80 -8.68 -1.73
H 2.60 -8.79 -1.86
C -5.09 -7.39 -4.55
O -4.30 -6.47 -3.87
C -4.59 -6.13 -2.70
O -5.57 -6.51 -2.04
O -3.62 -5.21 -2.28
C -3.73 -4.70 -0.96
H -5.26 -7.13 -5.59
H -6.11 -7.43 -4.15
H -4.69 -8.39 -4.41
H -4.75 -4.42 -0.70
H -3.21 -3.74 -1.02
H -3.32 -5.34 -0.18
C -6.57 -11.85 -9.25
O -6.69 -10.83 -10.22
C -7.05 -11.09 -11.48
O -7.52 -12.15 -11.93
O -6.97 -9.91 -12.19
C -7.28 -9.82 -13.56
H -6.84 -11.48 -8.27
H -5.58 -12.29 -9.29
H -7.32 -12.62 -9.45
H -8.27 -9.47 -13.82
H -7.23 -10.77 -14.10
H -6.51 -9.19 -14.00
C -4.59 -8.06 -10.88
O -3.84 -8.68 -11.92
C -4.01 -8.25 -13.19
O -4.78 -7.35 -13.53
O -3.22 -8.99 -13.95
C -3.15 -8.89 -15.34
H -4.58 -8.71 -10.01
H -5.61 -7.92 -11.22
H -3.98 -7.17 -10.75
H -3.11 -7.86 -15.70
H -3.99 -9.40 -15.79
H -2.14 -9.26 -15.56
C -1.02 -8.53 -10.03
O 0.35 -8.14 -9.82
C 1.04 -8.78 -8.88
O 0.63 -9.79 -8.26
O 2.39 -8.31 -8.83
C 2.78 -7.10 -9.47
H -1.19 -9.61 -10.00
H -1.33 -8.21 -11.03
H -1.63 -7.92 -9.36
H 3.65 -7.20 -10.12
H 2.84 -6.48 -8.57
H 1.96 -6.72 -10.08
C -2.16 -16.66 -8.01
O -3.32 -15.89 -7.80
C -3.28 -14.68 -7.26
O -2.29 -14.01 -6.99
O -4.52 -14.33 -6.98
C -4.89 -13.12 -6.48
H -2.34 -17.70 -8.30
H -1.75 -16.65 -7.00
H -1.41 -16.16 -8.63
H -4.22 -12.71 -5.73
H -5.91 -13.12 -6.09
H -4.92 -12.51 -7.38
*
```

Computed properties:
HOMO level (spin up / spin down), Eh: -0.28965 / -0.28965
DFT total energy, eV: -323275.9370